CH3IO3S as an isolated structure in a non-equilibrium geometry. Source: the Open Molecules 2025 dataset; level of theory: ωB97M-V/def2-TZVPD.

Values from the calculation:
Orbital gap (alpha / beta) (eV): 8.080 / 7.086
Energy relative to the best compared isomer or geometry (same formula, charge and spin) (kJ/mol): 345.1

```
! wB97M-V def2-TZVPD RIJCOSX def2/J DEFGRID3
* xyz 0 1
I -1.08869 0.05547 -4.09095
S 1.72861 1.10453 -2.01648
O -2.59577 -0.36847 -3.11200
O 0.50770 1.54652 -2.60669
O 1.36441 0.29054 -0.62302
C 0.16334 -0.42014 -0.41725
H 0.14722 -1.27048 -1.03761
H 0.21391 -0.52111 0.63289
H -0.60533 0.30654 -0.57231
*
```